Entry 1:
C15H54N18O15 | ωB97M-V/def2-TZVPD

orbital gap = 9.866 eV
HOMO energy = -0.3467 hartree
SMILES = NC(N)=O.NC(N)=O.NC(N)=O.NC(N)=O.NC(N)=O.NC(N)=O.NC(N)=O.NC(N)=O.NC(N)=O.OCCO.OCCO.OCCO
largest force on an atom = 4.52 eV/A

```
102
Properties=species:S:1:pos:R:3:forces:R:3:lowdin_charge:R:1
C -0.714389 -3.382519 0.244984 -1.25 -0.19 -0.48 -0.56
O -1.640750 -3.616943 -0.564945 1.82 0.24 1.75 -0.01
N 0.611477 -3.346517 -0.042353 -0.01 0.43 1.22 0.18
N -0.866757 -3.097666 1.620809 -0.48 -0.91 -1.42 0.15
H 1.241762 -3.143511 0.717311 -0.06 -0.14 -0.03 0.09
H 1.048315 -3.715265 -0.840194 -0.16 -0.34 -1.56 0.05
H -0.137606 -2.481940 1.850188 0.70 1.00 1.05 0.03
H -1.749614 -2.826609 2.001847 -0.49 0.17 -0.24 0.08
C 0.824872 2.311040 4.174619 -1.96 -0.15 -0.22 -0.65
O 0.528903 1.748351 3.124320 0.26 0.20 0.16 0.01
N 2.066799 2.389525 4.677739 0.82 1.24 1.21 0.17
N -0.149626 2.873034 4.978216 1.24 -0.25 0.33 0.16
H 2.152673 3.162416 5.369517 0.25 -0.97 -0.93 0.13
H 2.757990 2.391952 3.954527 0.65 -0.17 -0.20 0.11
H 0.008552 2.612563 5.949885 -0.52 0.46 -0.19 0.11
H -1.056660 2.701793 4.599890 -0.96 -0.25 0.11 0.06
C 2.522481 -2.022265 3.850510 0.42 -1.73 -1.22 -0.73
O 3.355556 -2.811285 3.406367 0.64 -0.97 0.03 -0.01
N 1.252804 -2.375628 3.978617 -1.81 -0.37 0.48 0.18
N 2.780085 -0.785876 4.097980 0.98 2.94 1.53 0.20
H 1.025554 -3.251280 3.559364 -0.50 -0.35 0.17 0.10
H 0.549262 -1.739867 4.337850 -0.09 -0.46 -0.35 0.09
H 3.736360 -0.443080 4.071579 -0.67 -0.01 -0.23 0.12
H 2.005620 -0.193959 4.326994 0.31 0.57 0.06 0.08
C -4.755078 0.888918 1.181123 2.62 3.65 0.49 -0.70
O -4.978575 1.582292 2.161833 -0.16 0.19 1.35 0.01
N -3.603249 1.069532 0.432911 0.30 -0.60 -0.13 0.17
N -5.640966 0.128277 0.636181 -1.74 -2.52 -1.53 0.19
H -2.830549 1.637898 0.774701 -0.50 -0.30 0.25 0.09
H -3.275709 0.218046 0.006903 0.32 0.07 -0.33 0.06
H -6.468020 -0.075981 1.168044 -0.10 -0.08 -0.35 0.13
H -5.436354 -0.217512 -0.293650 -0.64 -0.20 0.17 0.09
C 0.456366 -2.653024 -3.443384 -1.53 0.16 0.43 -0.65
O 0.839711 -3.597167 -2.771870 0.06 -0.45 -0.55 0.01
N -0.871689 -2.431112 -3.820145 1.77 -0.99 0.40 0.18
N 1.268433 -1.668430 -3.866902 1.74 2.57 0.27 0.15
H -1.023812 -1.441311 -3.942495 -0.70 -0.06 0.01 0.04
H -1.427013 -2.968085 -3.181776 -0.85 0.22 0.02 0.06
H 2.121419 -1.579304 -3.306785 -0.18 -0.39 -0.49 0.08
H 0.861015 -0.710082 -3.899053 0.12 -1.24 -0.48 0.08
C 4.344170 -0.372250 1.180696 -0.72 -1.38 -2.30 -0.63
O 4.142634 0.403720 2.093802 0.68 -0.33 0.17 0.02
N 4.517198 -1.763829 1.187183 -0.27 0.64 1.49 0.15
N 4.200360 0.008337 -0.156537 0.89 0.94 -1.44 0.11
H 4.067056 -2.246515 1.985934 0.66 0.22 0.06 0.04
H 4.388550 -2.281910 0.327843 0.05 0.55 0.01 0.09
H 4.631059 -0.613878 -0.848449 -0.46 0.32 0.46 0.09
H 4.323255 0.979272 -0.482124 -0.10 -0.50 0.89 0.11
C 4.284490 -0.146360 -4.720843 -1.50 -1.91 0.06 -0.68
O 3.827948 -0.150172 -3.580503 0.72 0.78 -0.09 0.00
N 4.355873 0.878270 -5.570306 -0.36 2.96 1.66 0.17
N 4.579122 -1.294698 -5.382648 0.22 -1.42 0.36 0.15
H 4.356126 1.776008 -5.137125 -0.20 0.56 0.22 0.11
H 4.709735 0.902088 -6.478135 0.68 -0.63 -1.28 0.09
H 4.022970 -2.098205 -5.110596 0.26 0.14 0.05 0.11
H 4.616699 -1.140497 -6.362500 0.10 -0.50 -0.73 0.08
C -2.103434 0.847600 -3.890951 0.04 -0.62 1.47 -0.66
O -0.916789 0.582577 -4.111143 -0.18 0.26 -0.58 -0.02
N -2.498327 1.467467 -2.778858 0.27 1.05 0.62 0.19
N -3.154745 0.309680 -4.599498 0.41 -0.80 -3.68 0.13
H -3.456991 1.325359 -2.424572 1.11 0.20 -0.02 0.11
H -1.713256 1.800949 -2.198042 -1.18 -0.35 0.11 0.10
H -3.920952 0.905003 -4.877102 -0.22 0.50 0.83 0.11
H -2.810097 -0.008379 -5.537972 -0.13 -0.14 1.38 0.14
C 0.384640 0.887990 -0.240573 4.19 -1.40 -0.49 -0.66
O -0.746432 1.252516 -0.137381 -2.58 0.82 1.24 0.04
N 0.926199 0.736924 -1.484680 -0.70 0.40 -0.73 0.18
N 1.315189 0.565345 0.752044 -2.20 0.79 1.02 0.18
H 0.265991 0.667482 -2.258181 0.47 0.02 0.16 0.06
H 1.846060 0.378386 -1.574255 0.65 -0.40 -0.29 0.06
H 1.089931 0.882952 1.705253 0.08 -0.21 -0.70 0.04
H 2.295090 0.423048 0.597745 -0.03 0.03 -0.72 0.03
C -3.787313 -1.869519 -1.620811 0.55 1.72 0.19 -0.28
C -4.084240 -3.200286 -2.153020 -1.25 -0.06 0.20 -0.25
O -3.759247 -3.216079 -3.545182 0.54 -0.44 0.47 -0.06
O -4.392738 -0.757963 -2.312543 -0.39 -0.72 0.26 -0.11
H -2.714586 -1.742137 -1.646950 0.52 0.18 0.08 0.10
H -4.081535 -1.830343 -0.570759 -0.13 0.03 0.00 0.11
H -5.182198 -3.309277 -2.124029 0.28 -0.61 0.49 0.13
H -3.485912 -3.833719 -1.447790 -0.75 -0.23 -1.19 0.11
H -3.452270 -4.107199 -3.714829 0.11 -0.13 -0.47 0.09
H -4.179025 -0.880904 -3.253942 -0.02 0.10 0.23 0.05
C 2.937467 4.844229 -0.820159 1.23 -2.80 0.44 -0.21
C 1.675167 4.991482 -0.052327 0.15 0.27 -0.84 -0.29
O 1.686460 4.261819 1.121108 -0.48 -1.12 0.99 -0.04
O 3.101854 3.494536 -1.379235 0.25 0.44 0.63 -0.10
H 3.796568 4.959470 -0.132537 -0.35 0.08 -0.42 0.13
H 3.022166 5.474152 -1.649665 -0.02 1.57 -1.04 0.09
H 0.846386 4.784642 -0.754158 -0.17 0.06 0.57 0.14
H 1.679132 6.017102 0.267035 -0.55 0.76 -0.02 0.12
H 1.399366 3.340053 1.008614 0.17 0.38 -0.16 0.08
H 2.262908 3.161721 -1.709582 -0.23 0.03 -0.03 0.05
C -2.156927 -0.119177 5.001995 -0.13 -0.77 -0.02 -0.22
C -3.454457 0.665535 4.717647 2.13 -0.02 0.22 -0.21
O -2.951405 1.888481 4.169945 -1.25 0.30 -0.67 -0.11
O -1.591136 -0.753333 3.844880 -0.07 0.51 -0.28 -0.10
H -2.359362 -0.970163 5.659585 0.05 0.32 0.27 0.12
H -1.359333 0.536277 5.403071 -0.73 -0.18 0.29 0.10
H -3.970046 0.863923 5.660012 -0.21 -0.11 -0.05 0.12
H -4.063292 0.086942 4.019909 -0.10 0.28 0.03 0.11
H -3.649859 2.246870 3.573978 0.51 -0.38 0.19 0.08
H -1.291464 -0.030852 3.270936 -0.01 -0.09 -0.10 0.07
```
Forces are in eV/Å.



Entry 2:
C15H56BNO24 | ωB97M-V/def2-TZVPD

orbital gap = 8.034 eV
HOMO energy = -0.3273 hartree
largest force on an atom = 12.83 eV/A

```
97
Properties=species:S:1:pos:R:3:forces:R:3:lowdin_charge:R:1
C 5.572340 -2.491597 -1.562442 3.65 -0.27 -3.85 -0.09
C 4.891174 -1.637396 -2.599761 -5.96 1.95 4.86 -0.21
C 4.997996 -0.136163 -2.228031 -1.01 1.04 0.57 -0.15
C 4.190878 0.295272 -0.938243 5.03 -1.68 -0.64 -0.10
N 4.780172 1.408676 -0.122122 -4.22 1.08 0.30 -0.19
C 4.491193 2.718700 -0.832638 -1.02 -1.52 -3.42 -0.16
C 5.758505 3.415115 -0.928246 0.86 2.60 -2.28 -0.21
C 6.907496 2.466251 -0.764787 0.34 -2.94 -0.35 -0.12
C 6.222224 1.370067 0.180197 1.92 -1.34 1.54 -0.10
C 3.919360 1.508395 1.243446 -1.32 -0.40 -1.47 -0.07
C 4.079080 0.400401 2.263085 1.86 0.00 -0.56 -0.25
C 3.662206 0.931743 3.612422 0.54 -5.48 -0.19 -0.06
H 6.756508 -2.311819 -1.524961 -2.76 0.10 0.74 0.14
H 5.550970 -3.490256 -1.944860 0.13 -0.90 -0.60 0.07
H 4.963775 -2.641464 -0.777698 -1.26 0.30 3.74 0.03
H 3.627633 -1.873139 -2.656497 3.50 0.31 0.32 0.19
H 5.175986 -1.766161 -3.519375 1.93 -0.83 -5.12 0.04
H 4.862842 0.664100 -2.979795 -0.88 -0.89 -0.35 0.12
H 6.012405 0.022657 -2.091859 2.36 0.11 0.92 0.05
H 4.194504 -0.464164 -0.227660 0.26 -1.97 0.96 0.09
H 3.234807 0.290451 -1.236963 -3.82 1.61 -0.58 0.08
H 3.612601 3.322301 -0.641088 -0.01 -0.13 1.76 0.15
H 4.199630 2.560452 -1.887841 0.17 -1.32 0.32 0.13
H 5.677440 4.018904 -0.064387 1.04 1.79 0.58 0.11
H 5.727016 3.973950 -1.985276 0.53 -0.60 2.74 0.18
H 7.854461 2.872909 -0.327338 -1.04 -0.26 -0.36 0.13
H 7.180421 1.881835 -1.733499 -0.44 1.29 1.48 0.14
H 6.246976 1.601390 1.317678 0.51 -0.06 -2.01 0.15
H 6.654087 0.265257 0.092279 -1.06 2.43 -0.05 0.18
H 2.768844 1.522563 0.945407 2.55 0.43 0.33 0.19
H 4.300261 2.468353 1.637518 -0.59 -0.38 -0.01 0.14
H 5.118558 0.004489 2.312647 -0.11 0.85 0.11 0.12
H 3.631014 -0.523074 2.092091 -1.76 -1.17 -1.20 0.09
H 3.468859 0.026755 4.268174 -0.54 1.32 -0.64 0.13
H 2.952903 1.633706 3.561495 -2.84 2.47 0.24 0.05
H 4.554071 1.227245 3.936980 3.23 2.35 2.16 0.03
O 1.364309 -0.921876 -0.189460 4.58 -1.59 1.41 0.19
C 0.252280 -0.714052 -0.418411 -1.02 3.64 1.28 -0.41
O -0.561737 -0.031361 0.376151 0.91 -0.48 1.94 0.29
B -1.749530 0.248109 -0.328457 -0.69 1.29 0.70 -0.95
O -1.511852 -0.202759 -1.647158 -1.98 1.18 -1.85 0.34
C -0.360221 -0.712558 -1.698315 -0.09 -7.52 -4.90 -0.34
O -0.033842 -1.629873 -2.518207 -0.20 3.54 1.10 0.10
O -2.107945 1.690852 -0.332259 7.44 -0.30 -2.95 0.34
C -3.205443 1.875136 0.090251 -8.30 7.45 3.06 -0.38
O -3.759628 3.047294 0.301772 2.12 -5.16 -0.88 0.05
C -3.783616 0.559743 0.449990 -6.71 1.24 3.04 -0.37
O -2.873076 -0.298768 0.362156 1.62 -3.19 -0.60 0.27
O -4.918595 0.367727 0.925075 3.00 0.48 -1.66 0.13
O -4.525180 1.799620 3.688022 -7.39 -7.18 -3.11 0.01
H -4.225214 0.900756 3.345711 0.46 2.09 0.80 0.05
H -3.933075 2.353725 3.923444 6.80 5.40 2.36 -0.07
O -4.208199 -2.725433 0.437075 -3.31 1.18 -3.89 -0.02
H -3.680023 -2.985883 1.121846 2.71 -0.67 2.82 -0.04
H -4.203190 -1.763245 0.265500 0.32 -1.08 0.61 0.05
O -0.297920 -0.583925 3.668578 -0.86 3.17 -0.55 0.01
H -0.085739 -1.437445 3.898437 0.88 -3.22 0.67 0.02
H -0.119426 -0.477402 2.734068 0.32 -0.07 -0.47 0.04
O 1.533477 -3.750835 -0.616305 -1.00 -2.62 -1.82 -0.08
H 1.907014 -2.894243 -0.669464 0.30 1.26 -0.53 -0.05
H 1.258046 -4.089249 -1.556922 0.77 1.19 2.55 0.06
O 1.401969 -4.141642 -3.477152 0.28 0.66 -0.03 -0.07
H 0.788066 -4.215660 -4.225969 0.38 0.44 0.41 0.05
H 1.569164 -3.184625 -3.294487 -0.65 -0.99 -0.55 0.03
O -2.326678 -1.629467 -4.640121 -3.80 1.07 -1.01 -0.10
H -1.675719 -1.821946 -3.978867 0.14 1.18 1.27 -0.04
H -3.292335 -1.275274 -4.347478 4.02 -1.39 -0.21 0.16
O -4.489002 5.002501 -1.465396 5.35 5.91 -6.65 0.11
H -4.215786 4.370590 -0.982251 2.62 -7.17 5.87 -0.13
H -5.319229 5.185325 -1.427703 -7.98 1.38 0.73 -0.05
O -2.201113 -3.136359 2.261185 0.46 -3.09 0.12 -0.01
H -2.621567 -3.393722 3.090892 0.01 0.90 -0.17 0.07
H -2.158351 -2.231634 2.072330 -0.40 2.10 0.30 -0.02
O -1.943680 -4.137800 -3.301380 -1.38 -1.98 -0.47 0.04
H -1.384037 -4.754289 -3.722084 1.01 -0.53 -0.97 0.06
H -1.933597 -3.272675 -3.618195 -0.01 1.51 -2.15 -0.02
O -1.946507 -3.746163 -1.062943 -1.55 2.05 1.10 -0.13
H -2.888730 -3.396519 -0.881926 2.10 -0.88 -0.29 0.04
H -1.759268 -3.596000 -2.046444 -0.41 -0.82 2.88 -0.07
O -8.138770 0.761244 0.103917 -1.00 7.41 2.90 -0.05
H -7.742995 0.996987 1.041713 -0.80 -1.22 -2.60 0.03
H -7.910362 -0.067361 0.008598 1.83 -6.81 -0.88 -0.08
O -7.185339 1.380017 2.520304 2.14 -3.17 2.56 -0.04
H -6.305326 1.479081 3.014339 -1.69 0.55 -1.27 0.07
H -7.511043 2.142974 2.153709 -0.53 3.50 -0.62 0.00
O -5.875749 -1.711276 2.455465 -0.52 -1.99 0.45 -0.05
H -5.365589 -0.995015 2.168971 0.72 2.73 -0.17 -0.07
H -5.464974 -2.285402 1.791267 -0.68 -0.99 0.10 0.00
O -4.614077 4.803220 2.822225 1.89 10.92 4.21 0.10
H -4.024042 4.836661 2.152853 3.16 0.71 -3.47 -0.02
H -4.908513 4.044757 2.739359 -5.05 -11.76 -0.84 -0.13
O -4.853755 1.892157 -2.880022 1.49 0.52 -0.53 -0.08
H -5.302771 2.325440 -2.138416 0.39 0.18 -0.31 0.03
H -4.064251 2.446169 -3.169553 -1.85 -0.75 0.93 0.07
O -3.026187 -0.410151 3.305951 0.82 -1.64 1.74 -0.08
H -3.239109 -0.847529 4.191525 0.08 0.90 -1.77 0.12
H -2.041620 -0.577369 3.264618 -1.07 0.68 0.27 0.02
```
Forces are in eV/Å.



Question: The highest orbital gap belongs to which entry?
Answer: C15H54N18O15